# 1
Density functional theory data (ωB97M-V/def2-TZVPD) for a single C7H12F4Si molecule at a distorted geometry.

Geometry (Å):
1 Si -0.9584 0.2230 -0.1867
2 F 2.2297 -1.1252 -1.0784
3 F 1.7237 1.3662 -0.5710
4 F 3.5371 -1.1110 0.7458
5 F 2.4266 1.2446 1.5300
6 C 0.4927 0.0191 1.0210
7 C -1.1964 2.1055 -0.3311
8 C 1.8330 0.6026 0.5308
9 C -0.4260 -0.4185 -1.8538
10 C 1.2129 -1.3760 1.0772
11 C -2.5064 -0.6348 0.4167
12 C 2.3377 -0.8419 0.2082
13 H 0.2176 0.5014 1.9704
14 H 0.6304 -0.3280 -2.0168
15 H -0.6976 -1.4680 -1.9209
16 H 1.5900 -1.6472 2.0773
17 H -3.3326 -0.5096 -0.2600
18 H -2.3127 -1.7056 0.4903
19 H -1.8573 2.3595 -1.1814
20 H -2.7459 -0.2216 1.4081
21 H -1.6428 2.5566 0.5360
22 H -0.9510 0.0800 -2.6667
23 H -0.2257 2.5121 -0.4754
24 H 0.6216 -2.1831 0.5305

Values from the calculation:
Frontier orbital gap: 11.40 eV
Net charge: 0
SMILES: C[Si](C)(C)[C@H]1CC(F)(F)C1(F)F
DFT total energy: -962.8893 Ha
ΔE to the lowest compared entry with this formula, charge and spin: 0.00 kJ/mol
Highest occupied orbital energy: -10.577 eV

Löwdin population analysis, charges in e, atoms 1 to 2: number 1, Si, carries 0.554; number 2, F, carries 0.138



# 2
Density functional theory data (ωB97M-V/def2-TZVPD) for 2 unconnected molecules or ions with the total composition C7H12F5INO4S at a distorted geometry.

Geometry (Å):
1 I 3.6889 1.1153 0.4112
2 S -0.7396 0.1980 1.2097
3 F -3.0016 -2.2443 1.8464
4 F -1.4916 -1.6361 -0.6403
5 F -4.2692 -1.6691 0.0499
6 F -3.9103 -0.1402 1.7154
7 F -2.6328 0.3075 -0.7414
8 O -1.2156 1.6122 1.4619
9 O 1.5084 2.5363 -1.5342
10 O -1.7350 2.6464 -2.9640
11 O -0.6305 -0.4709 2.5518
12 N 0.8568 0.2150 0.3133
13 C -2.0778 -0.6212 0.1689
14 C 2.5555 -1.6585 1.0497
15 C -3.3290 -1.1888 1.0047
16 C 2.0505 -0.1460 1.1780
17 C 1.4394 -2.7040 0.5979
18 C 0.5443 3.0674 -2.2883
19 C -0.7792 2.1422 -2.2000
20 H 1.9285 -3.7420 0.6163
21 H 2.9001 -1.9755 2.0903
22 H 0.2071 4.0863 -2.0248
23 H 0.5793 -2.7589 1.3417
24 H -0.4332 1.1124 -2.4412
25 H 0.8068 -0.3058 -0.5854
26 H 0.7578 3.1772 -3.3676
27 H 1.0766 -2.5640 -0.4739
28 H 1.9457 0.1570 2.2663
29 H -0.9988 2.0553 -1.1139
30 H 0.9933 1.2336 0.0292
31 H 3.4403 -1.6907 0.3423

Values from the calculation:
Frontier orbital gap: 3.49 eV
Net charge: -1
DFT total energy: -1824.5771 Ha
Highest occupied orbital energy: -2.185 eV

Löwdin population analysis, charges in e, atoms 1 to 2: number 1, I, carries 0.872; number 2, S, carries 0.810



# 3
Density functional theory data (ωB97M-V/def2-TZVPD) for 2 unconnected molecules or ions with the total composition C7H12F6P2 at a distorted geometry.

Geometry (Å):
1 P 0.3346 0.8236 -1.6286
2 P 0.8621 -0.2963 1.1999
3 F 0.3371 -2.8306 -0.8617
4 F -0.9345 -1.6349 -2.0463
5 F -3.5566 -0.0644 0.7170
6 F -1.8174 0.4139 1.9631
7 F -2.3791 1.8187 0.3898
8 F -1.5246 -2.0860 -0.0287
9 C 0.6780 -1.9631 1.8480
10 C -0.5176 -1.7366 -0.8404
11 C 0.7406 2.2166 -0.4976
12 C -2.3257 0.5096 0.7369
13 C 2.6637 -0.0034 1.1091
14 C -1.3747 1.0670 -2.3573
15 C 0.1954 -0.4972 -0.4573
16 H -1.4582 2.1175 -2.2944
17 H -2.2945 0.6538 -1.8763
18 H 0.4204 2.1403 0.5216
19 H 0.5536 3.0823 -1.0070
20 H 2.8608 0.6058 1.9840
21 H -0.2962 -2.1422 2.1392
22 H 3.2384 -0.8973 1.1930
23 H 2.8491 0.7025 0.2463
24 H 1.2908 -2.1064 2.6488
25 H 1.8337 1.9460 -0.4809
26 H 0.8842 -2.7606 1.1038
27 H -1.2635 0.9214 -3.4240

Values from the calculation:
Frontier orbital gap (alpha / beta): 6.55 / 7.41 eV
Net charge: 0
DFT total energy: -1555.6783 Ha
ΔE to the lowest compared entry with this formula, charge and spin: 310.70 kJ/mol
Highest occupied orbital energy (alpha / beta): -7.360 / -8.380 eV

Löwdin population analysis, charges in e, atoms 1 to 2: number 1, P, carries 0.908; number 2, P, carries 0.893



# 4
Density functional theory data (ωB97M-V/def2-TZVPD) for a molecular structure, C7H12LiN2O8 at a distorted geometry.

Geometry (Å):
1 O -24.8935 0.6581 24.2263
2 O -29.5289 2.6485 18.5002
3 O -27.1654 1.7470 17.1432
4 O -21.9112 3.0946 17.7685
5 O -27.7879 -0.4798 18.8681
6 O -26.0780 2.3335 19.6718
7 O -23.0483 2.5781 15.1984
8 O -28.7490 1.7274 21.2448
9 N -24.7461 2.6226 23.0759
10 N -25.7830 0.8036 22.1363
11 C -25.2993 2.4078 18.6649
12 C -23.9345 2.7369 18.7436
13 C -25.0735 1.3071 23.1928
14 C -23.7119 2.5075 16.2578
15 C -25.9518 2.0942 17.2495
16 C -23.1292 2.8462 17.6033
17 C -25.0637 2.1709 16.1790
18 Li -27.7708 1.5890 19.0407
19 H -29.6861 1.5857 21.4145
20 H -29.9780 2.4769 17.6647
21 H -24.8817 3.1641 22.2408
22 H -26.1300 -0.1283 22.2556
23 H -26.0590 1.3666 21.3410
24 H -25.3769 1.8676 15.1861
25 H -26.8942 -0.7996 18.6893
26 H -30.2244 2.9142 19.1120
27 H -28.3716 -1.1639 18.5295
28 H -24.1972 2.9823 23.8345
29 H -28.3150 1.5845 22.0973
30 H -23.5894 2.8353 19.7627

Values from the calculation:
Frontier orbital gap: 5.00 eV
Net charge: -1
DFT total energy: -993.0910 Ha
ΔE to the lowest compared entry with this formula, charge and spin: 0.00 kJ/mol
Highest occupied orbital energy: -3.500 eV

Löwdin population analysis, charges in e, atoms 1 to 2: number 1, O, carries -0.020; number 2, O, carries -0.077



# 5
Density functional theory data (ωB97M-V/def2-TZVPD) for a gas-phase ion, C7H12N (charge +1) at a distorted geometry.

Geometry (Å):
1 N -0.3434 -0.1177 -1.6643
2 C 0.3993 0.5189 -2.7249
3 C -0.5041 -2.3181 -0.2113
4 C -0.4494 0.3291 -0.2651
5 C 0.6050 1.6655 2.8168
6 C -0.5814 1.1366 0.7022
7 C 0.1439 -1.0058 -0.4580
8 C -0.5054 1.1077 2.0108
9 H 1.0937 2.3967 2.1906
10 H 0.4196 1.9286 3.8534
11 H 0.7807 1.4676 -2.5576
12 H 1.1544 -0.9834 -0.1268
13 H 1.3497 -0.0936 -2.9893
14 H -1.3985 1.0490 2.6628
15 H -0.4319 -2.6568 0.8251
16 H -0.0204 -3.0441 -0.8898
17 H 1.3197 0.9242 2.8310
18 H -1.5202 -2.4415 -0.3860
19 H -0.2114 0.5477 -3.6651
20 H -1.2999 -0.4109 -1.9546

Values from the calculation:
Frontier orbital gap: 10.35 eV
Net charge: +1
SMILES: CC=C=C1[C@@H](C)[N@@H+]1C
DFT total energy: -328.2564 Ha
ΔE to the lowest compared entry with this formula, charge and spin: 452.49 kJ/mol
Highest occupied orbital energy: -13.676 eV

Löwdin population analysis, charges in e, atoms 1 to 2: number 1, N, carries 0.020; number 2, C, carries -0.004



# 6
Density functional theory data (ωB97M-V/def2-TZVPD) for a single C7H12N2 molecule at a distorted geometry.

Geometry (Å):
1 N -1.8519 -1.5828 0.2347
2 N -2.4758 0.5982 -0.2529
3 C 2.1744 -0.6081 -0.2476
4 C 0.9351 -0.7390 0.5243
5 C 0.0407 1.5425 -0.2147
6 C 1.1169 2.4003 0.2180
7 C -1.4542 -0.3397 0.0588
8 C -0.1110 0.1799 0.0235
9 C 1.3870 -1.8655 -0.3324
10 H 3.1638 -0.5569 0.2752
11 H 1.7713 1.9840 0.9205
12 H -3.4166 0.2691 -0.2069
13 H -1.0236 -2.1286 0.3702
14 H 0.7419 3.3990 0.7088
15 H 1.7264 2.7070 -0.6689
16 H 1.0831 -0.9643 1.5966
17 H -0.5569 1.9863 -1.0000
18 H -2.4230 1.4767 0.2023
19 H 2.1332 0.0750 -1.0737
20 H 0.8460 -1.9587 -1.3202
21 H 1.7154 -2.8184 0.1433

Values from the calculation:
Frontier orbital gap: 9.03 eV
Net charge: 0
SMILES: [H]/N=C(N)\C(=C\C)C1CC1
DFT total energy: -383.3537 Ha
ΔE to the lowest compared entry with this formula, charge and spin: 182.43 kJ/mol
Highest occupied orbital energy: -8.634 eV

Löwdin population analysis, charges in e, atoms 1 to 2: number 1, N, carries 0.128; number 2, N, carries 0.090